*P*
Computed, not measured: 40 unconnected molecules or ions with the total composition H80O40, with ωB97M-V/def2-TZVPD.

The geometry in ORCA input format:
```
! RIJCOSX wB97M-V def2-TZVPD def2/J DEFGRID3
* xyz 1 2
H -0.797 2.373 5.223
H -2.060 2.796 4.844
O -1.596 1.963 4.901
H 1.463 -1.363 -5.816
H 1.183 0.003 -5.243
O 0.862 -0.917 -5.168
H -5.104 -1.654 -0.321
H -6.485 -1.403 -0.943
O -5.891 -1.068 -0.257
H 0.414 -4.409 3.523
H -0.202 -2.981 2.972
O 0.461 -3.584 2.852
H 1.255 1.992 -3.327
H 2.221 1.975 -2.169
O 2.077 1.623 -3.046
H 4.431 3.083 0.069
O 3.929 3.837 0.397
H -0.597 -0.836 -0.526
O -0.114 -1.112 0.205
H 4.315 -0.343 0.848
H 5.625 -0.706 0.595
O 4.870 -0.378 0.094
H 1.579 4.341 3.332
H 1.580 4.793 1.838
O 1.598 5.074 2.722
H 0.407 -3.623 -0.619
H -0.345 -2.435 -1.391
O -0.297 -3.415 -1.242
H 1.966 -1.478 4.105
H 1.584 -2.880 3.546
O 2.270 -2.377 4.071
H 4.941 2.088 -1.310
O 4.097 1.655 -1.089
H 1.489 2.020 3.011
H 0.084 1.798 3.380
O 0.818 2.347 3.691
H -1.159 2.321 -3.559
H -1.861 1.049 -4.131
O -1.537 1.917 -4.353
H 2.093 2.103 -0.106
H 1.879 3.559 -0.636
O 1.436 2.721 -0.421
H 3.053 1.467 -5.743
H 3.090 1.184 -4.149
O 3.396 0.862 -5.059
H 4.995 -4.041 -0.492
H 4.488 -2.780 -0.882
O 4.977 -3.522 -1.292
H -4.565 3.840 -0.280
H -4.990 4.038 1.252
O -4.358 4.273 0.514
H -2.750 -5.399 0.378
O -2.271 -6.178 0.640
H 4.336 -0.804 -3.943
H 4.853 -1.001 -2.430
O 5.064 -0.904 -3.326
H -4.685 1.562 -3.119
O -4.061 1.385 -3.880
H -3.010 0.368 3.973
H -3.876 -0.880 3.683
O -3.640 -0.035 3.357
H -1.189 4.680 3.146
H -0.123 4.145 4.165
O -0.948 4.034 3.772
H 2.991 -4.153 1.655
H 3.817 -4.275 0.536
O 3.849 -3.832 1.428
H 0.289 -0.472 -2.857
H 1.221 -0.945 -1.711
O 0.510 -1.303 -2.265
H 4.205 -0.369 3.282
H 3.791 0.666 4.114
O 3.794 0.511 3.188
H -5.357 -3.756 -0.445
H -3.924 -3.312 -0.937
O -4.593 -3.244 -0.269
H -0.552 2.069 1.328
H -1.269 2.774 2.437
O -1.271 1.921 1.943
H -0.832 -1.228 1.589
H -1.742 -0.454 2.733
O -1.140 -1.180 2.495
H -3.140 1.347 0.275
H -2.318 0.528 0.951
O -2.737 0.429 0.125
H 3.132 0.285 1.725
H 2.373 -0.414 0.420
O 2.407 0.260 1.048
H -1.105 -0.198 6.007
O -0.948 -0.919 5.416
H 1.481 -5.645 -0.072
H 2.557 -5.904 -0.908
O 2.463 -5.706 0.037
H -1.841 -5.998 1.476
H 4.308 4.126 1.276
H -4.433 1.925 -4.552
H 0.769 -1.375 0.331
H 4.377 0.642 -1.138
H -0.324 -1.680 5.612
O -5.826 1.580 0.763
H -5.028 1.888 1.133
H -5.831 0.648 0.706
O -3.144 -4.541 -2.228
H -2.397 -3.956 -1.812
H -2.692 -5.359 -2.492
O -1.577 -0.768 -3.170
H -2.094 -0.502 -4.020
H -2.322 -0.572 -2.559
O -2.120 5.102 1.581
H -2.122 6.034 1.323
H -2.669 4.764 0.810
O 0.417 5.498 -2.966
H 0.668 4.780 -3.573
H 1.270 5.967 -3.030
O -0.468 0.967 -1.634
H 0.001 1.804 -1.366
H -1.139 0.839 -0.918
O -0.980 -3.312 -4.001
H -1.140 -2.536 -3.447
H -0.642 -3.915 -3.310
*
```

Calculated values
**Orbital gap (spin up / spin down)**: 9.58 / 2.91 eV

=====

*Q*
Computed, not measured: 40 unconnected molecules or ions with the total composition H80O40, with ωB97M-V/def2-TZVPD.

The geometry in ORCA input format:
```
! RIJCOSX wB97M-V def2-TZVPD def2/J DEFGRID3
* xyz 1 2
H -3.348 -5.066 1.807
H -4.256 -5.403 0.873
O -4.270 -4.960 1.706
H -0.282 -4.299 -5.191
H -0.277 -2.803 -5.225
O -0.164 -3.579 -5.783
H -1.143 4.438 3.358
H -0.739 3.616 2.155
O -1.118 3.471 3.015
H 1.112 0.670 4.921
H 0.953 1.240 3.388
O 0.838 1.420 4.365
H -3.356 -3.048 -1.298
H -3.678 -3.139 0.249
O -3.680 -3.590 -0.588
H -5.893 1.262 0.062
O -5.731 0.433 -0.438
H -2.295 -0.171 -2.839
O -1.346 -0.372 -2.652
H -5.047 -1.379 0.951
H -4.737 -2.778 1.298
O -4.796 -1.881 1.718
H 2.404 0.125 -0.194
H 3.243 -0.786 0.787
O 2.406 -0.225 0.737
H 4.456 -2.359 2.249
H 3.534 -2.050 3.338
O 4.194 -1.597 2.816
H 4.222 -1.013 -3.625
H 3.300 -0.405 -2.591
O 3.365 -0.990 -3.456
H -0.241 1.068 -5.213
O -0.791 1.837 -4.838
H -0.801 3.482 -3.173
H 0.366 3.519 -4.185
O -0.192 4.122 -3.690
H 0.924 -0.471 -5.539
H 2.076 0.247 -6.505
O 1.126 0.175 -6.320
H -1.754 -1.133 -0.493
H -1.749 -1.700 1.012
O -1.788 -1.890 0.022
H 4.586 3.300 -0.177
H 5.719 3.040 0.560
O 5.305 2.675 -0.198
H -4.931 -0.175 -3.293
H -4.923 1.462 -3.461
O -5.548 0.560 -3.236
H -2.093 0.621 2.427
H -3.416 -0.040 2.915
O -2.537 -0.209 2.507
H -1.893 1.893 5.853
O -1.677 1.075 6.142
H 5.295 -0.540 -1.141
H 4.970 1.040 -0.860
O 4.712 0.142 -1.375
H 0.710 -1.174 -3.147
O 1.013 -1.231 -4.050
H -4.285 4.814 -0.626
H -3.292 3.935 -0.511
O -4.137 3.941 -1.024
H 0.868 -4.667 0.031
H 1.890 -5.710 0.579
O 1.708 -4.775 0.370
H 0.038 -1.086 6.231
H 1.609 -1.460 5.953
O 0.851 -1.142 5.630
H 0.038 -5.207 3.501
H -0.892 -3.985 3.785
O -0.927 -4.995 3.667
H -0.751 2.877 -1.318
H -2.196 2.819 -1.683
O -1.596 3.351 -1.205
H -3.854 -3.503 -3.578
H -2.510 -3.430 -3.611
O -3.173 -3.214 -3.001
H 0.460 4.522 0.802
H 0.888 3.883 -0.467
O 0.237 3.818 0.253
H -0.643 0.635 1.155
H 0.745 -0.094 1.510
O -0.059 0.317 1.856
H 2.360 -2.132 -0.232
H 2.099 -2.901 -1.725
O 2.049 -2.111 -1.230
H 3.344 1.801 3.019
H 3.705 2.781 4.003
O 3.783 2.595 3.051
H 4.264 1.571 -3.949
O 3.765 1.481 -3.185
H -3.664 3.618 -2.757
H -3.359 3.763 -4.311
O -3.556 3.107 -3.612
H -0.895 1.134 6.564
H -6.178 0.572 -1.341
H 1.987 -1.121 -4.123
H -0.976 0.252 -3.312
H -0.907 2.306 -5.650
H 4.303 2.152 -2.643
O 4.512 -2.033 -0.034
H 3.827 -1.912 -0.717
H 4.988 -2.783 -0.389
O 2.322 2.265 -4.962
H 1.456 2.279 -4.323
H 2.517 1.360 -5.106
O 2.779 -3.735 3.317
H 2.653 -4.183 2.503
H 2.109 -3.035 3.102
O 3.814 4.912 1.499
H 3.403 4.110 1.779
H 4.367 5.036 2.273
O 0.933 4.335 4.976
H 1.877 4.089 5.175
H 0.722 3.565 4.453
O -0.773 -1.469 3.967
H -0.338 -0.648 3.810
H -1.620 -1.346 3.543
O -4.559 -2.663 4.278
H -3.714 -3.010 3.914
H -4.751 -2.124 3.620
*
```

Calculated values
**Orbital gap (spin up / spin down)**: 7.28 / 1.47 eV

=====

*R*
Computed, not measured: 40 unconnected molecules or ions with the total composition H80O40, with ωB97M-V/def2-TZVPD.

The geometry in ORCA input format:
```
! RIJCOSX wB97M-V def2-TZVPD def2/J DEFGRID3
* xyz 1 2
H 3.344 -1.885 5.209
H 2.987 -0.625 6.038
O 3.620 -0.974 5.501
H -3.124 -1.999 -3.688
H -3.775 -0.781 -3.672
O -4.098 -1.682 -3.908
H -0.957 -4.200 2.976
H -2.001 -5.280 2.942
O -1.272 -5.103 3.553
H 2.343 0.581 2.017
H 2.807 2.007 1.217
O 2.193 1.534 1.730
H 4.312 -2.397 -1.994
H 5.037 -3.042 -3.176
O 5.171 -2.571 -2.456
H -3.161 -4.200 -0.548
O -2.177 -4.549 -0.602
H 2.962 0.842 -3.591
O 2.711 1.242 -4.389
H 3.193 -0.835 2.730
H 2.186 -1.600 1.853
O 2.184 -0.901 2.577
H 0.447 0.958 1.182
H -0.786 0.831 2.088
O -0.378 0.512 1.275
H 1.964 3.330 -1.586
H 0.438 3.667 -1.688
O 1.042 3.181 -1.234
H 0.019 1.047 -5.368
H -1.094 1.954 -5.541
O -0.172 1.908 -5.475
H -5.188 2.388 -0.536
O -5.016 1.777 -1.224
H -3.527 -4.992 2.738
H -3.790 -3.863 1.733
O -3.062 -4.569 1.897
H -3.005 3.828 -4.557
H -2.952 2.421 -4.871
O -2.496 3.173 -5.105
H 4.348 1.110 -0.884
H 2.876 0.579 -1.061
O 3.517 1.125 -1.379
H -1.057 1.576 4.210
H -2.518 1.459 4.635
O -1.989 1.348 3.916
H 2.329 -0.931 -2.302
H 1.871 -2.458 -2.822
O 2.245 -1.622 -2.909
H -1.364 -1.517 -0.268
H -1.769 -2.845 -1.079
O -1.820 -1.927 -1.003
H -0.186 -6.125 3.141
O 0.745 -6.312 3.042
H -2.219 4.239 0.367
H -1.919 3.389 -0.920
O -2.659 3.870 -0.346
H 0.867 0.480 -0.759
O 1.007 0.591 -1.711
H -3.212 -0.489 0.951
H -4.688 -0.011 1.357
O -3.759 -0.305 1.705
H 2.654 4.327 -3.033
H 3.474 5.249 -2.324
O 2.902 4.507 -2.097
H 5.847 2.738 -0.801
H 5.902 3.593 0.112
O 5.990 2.618 0.290
H 5.745 0.934 -2.716
H 6.040 -0.025 -1.566
O 6.447 0.713 -2.071
H -0.933 -1.641 2.521
H -2.230 -1.690 2.944
O -1.678 -2.250 2.534
H 1.835 -5.990 1.362
H 1.110 -5.066 0.287
O 1.767 -5.097 1.022
H -6.587 -0.690 0.298
H -6.534 0.914 0.823
O -7.043 0.148 0.521
H 1.411 0.045 5.145
H 0.187 -0.405 4.134
O 0.504 -0.371 4.986
H 0.318 -1.450 -3.528
H -0.697 -2.593 -3.985
O -0.421 -1.623 -4.180
H 0.581 3.223 2.506
H 0.140 4.361 3.486
O -0.019 3.552 3.152
H -1.683 4.504 -3.503
O -2.245 4.422 -2.652
H -5.808 -2.469 -1.829
H -4.606 -2.857 -1.762
O -5.333 -2.918 -1.156
H 1.150 -5.499 3.518
H -2.042 -5.330 0.060
H 0.926 1.522 -1.869
H 1.979 1.284 -4.933
H -4.097 1.513 -1.336
H -2.388 5.254 -2.300
O 0.957 3.447 -3.426
H 1.733 2.889 -3.468
H 0.080 3.144 -3.831
O -2.297 0.774 -1.061
H -1.443 1.137 -1.538
H -2.456 0.090 -1.688
O 1.637 3.928 1.084
H 0.953 4.382 0.569
H 2.134 3.346 0.572
O -4.289 3.498 2.500
H -3.801 3.960 1.868
H -3.975 2.575 2.659
O 0.768 -3.299 4.531
H -0.139 -3.362 4.175
H 0.931 -4.118 5.025
O 5.632 0.554 2.160
H 6.335 0.305 2.759
H 5.641 1.368 1.728
O 0.795 -2.513 0.965
H 0.093 -2.902 0.554
H 0.574 -3.016 1.875
*
```

Calculated values
**Orbital gap (spin up / spin down)**: 8.05 / 1.86 eV

=====

*S*
Computed, not measured: 40 unconnected molecules or ions with the total composition H80O40, with ωB97M-V/def2-TZVPD.

The geometry in ORCA input format:
```
! RIJCOSX wB97M-V def2-TZVPD def2/J DEFGRID3
* xyz 1 2
H 3.515 -3.576 -1.377
H 4.597 -2.803 -0.721
O 4.089 -3.628 -0.579
H 1.410 5.151 0.539
H 0.483 4.185 -0.108
O 1.248 4.714 -0.317
H -0.022 -3.256 -1.267
H -0.435 -2.049 -2.361
O -0.632 -2.743 -1.800
H 0.345 3.048 1.758
H -0.893 3.263 2.650
O 0.030 3.455 2.604
H -2.516 2.442 4.367
H -1.679 3.680 4.561
O -1.719 2.774 4.915
H 0.181 -6.003 -2.234
O 0.788 -5.368 -2.586
H -0.884 -1.383 -5.976
O -1.596 -1.205 -5.384
H 2.982 1.001 -5.244
H 3.281 0.856 -3.808
O 2.496 0.657 -4.475
H -1.160 3.379 -1.565
H -1.173 1.990 -1.328
O -1.334 2.778 -0.766
H 1.644 0.668 -0.844
H 1.225 2.072 -1.470
O 0.948 1.239 -1.065
H 1.815 0.628 4.579
H 1.651 -0.837 4.321
O 2.346 -0.226 4.585
H 2.493 3.177 -0.179
O 3.406 3.440 0.002
H -3.675 -5.159 -0.979
H -2.114 -4.775 -0.792
O -2.997 -4.819 -0.388
H 5.135 2.092 -2.723
H 4.724 2.494 -4.074
O 4.436 1.957 -3.381
H -1.627 -0.634 -1.966
H -0.486 0.258 -1.295
O -0.824 -0.170 -2.180
H 0.771 -3.034 -4.705
H 1.144 -4.424 -5.283
O 0.767 -3.991 -4.553
H 3.891 3.211 3.111
H 3.066 4.369 2.559
O 3.867 3.892 2.428
H 1.737 -1.333 -4.591
H 1.535 -1.031 -3.065
O 1.240 -1.573 -3.841
H -0.951 5.140 -0.083
O -1.358 5.804 0.493
H -2.195 -3.490 -3.506
H -1.758 -4.041 -2.250
O -2.621 -3.988 -2.747
H 0.275 1.504 -3.247
O 0.746 2.329 -3.484
H 4.875 3.667 -0.947
H 6.216 3.060 -0.514
O 5.722 3.362 -1.280
H -4.029 1.273 0.554
H -3.032 0.959 -0.719
O -3.841 0.748 -0.296
H -3.660 -2.519 0.086
H -3.489 -0.919 -0.009
O -3.286 -1.715 0.528
H 0.537 -4.612 -0.917
H 1.626 -4.618 0.249
O 0.941 -4.087 -0.228
H -2.688 1.918 -5.068
H -1.322 1.975 -4.319
O -1.949 1.340 -4.775
H -4.014 -0.638 4.577
H -4.914 -0.409 3.330
O -4.795 -0.234 4.266
H -4.310 -0.993 1.739
H -5.721 -1.427 1.804
O -5.274 -0.607 1.820
H 2.987 -3.283 2.659
H 2.832 -1.740 2.839
O 2.933 -2.436 2.181
H 5.397 0.519 -0.811
H 4.921 0.853 0.642
O 4.794 1.078 -0.266
H -3.236 4.421 1.745
H -1.882 4.115 1.260
O -2.723 3.666 1.552
H -4.400 1.598 3.670
O -4.104 2.330 4.158
H -2.754 -3.405 3.852
H -4.244 -3.315 4.324
O -3.742 -3.095 3.564
H -2.092 6.309 0.029
H 0.551 -5.121 -3.519
H 1.214 2.198 -4.325
H -1.795 -0.317 -5.166
H 3.674 2.541 0.244
H -3.960 1.897 5.003
O -0.741 -3.543 4.774
H -0.405 -2.851 4.171
H -0.172 -3.946 5.446
O 1.036 1.190 3.102
H 0.868 0.636 2.327
H 0.210 1.701 3.201
O -2.253 -5.524 2.929
H -2.443 -4.758 2.359
H -1.902 -5.146 3.720
O 3.874 0.964 2.378
H 4.767 1.084 2.766
H 3.291 1.074 3.101
O -1.064 -1.647 2.361
H -1.973 -1.881 2.100
H -0.423 -1.691 1.631
O -2.226 4.119 -2.869
H -1.399 4.635 -3.040
H -2.599 4.343 -1.919
O 1.998 -1.367 -0.267
H 2.217 -2.059 0.418
H 1.715 -1.781 -1.092
*
```

Calculated values
**Orbital gap (spin up / spin down)**: 8.38 / 1.78 eV

=====

*S* ends up most stable, edging out the next structure by 0.0338 hartree.